[1]
57
Properties=species:S:1:pos:R:3:lowdin_spin:R:1 method="wB97M-V/def2-TZVPD" gap_ev="8.19 / 7.14" multiplicity=6 de_lowest_kj_mol=0.0 s2=8.770 homo_energy_ev="-13.41 / -14.58" largest_force_ev_per_a=0.08 charge=+2
Fe 1.37 2.19 0.39 3.718
O 0.46 1.26 2.17 0.047
C -0.04 0.42 1.38 0.022
O 0.21 0.52 0.13 0.103
C -0.94 -0.66 1.85 0.016
C -1.27 -0.72 3.19 0.002
C -2.12 -1.71 3.66 0.022
C -2.65 -2.64 2.78 0.000
C -2.33 -2.59 1.43 0.029
C -1.46 -1.61 0.96 0.047
P -1.04 -1.61 -0.79 0.463
C 0.58 -2.26 -1.10 0.047
C 1.35 -2.79 -0.07 0.029
C 2.61 -3.29 -0.35 0.000
C 3.11 -3.23 -1.64 0.032
C 2.35 -2.68 -2.67 -0.003
C 1.09 -2.19 -2.41 0.028
C -2.30 -2.43 -1.73 0.075
C -2.01 -3.49 -2.59 0.045
C -3.03 -4.08 -3.31 0.000
C -4.34 -3.62 -3.18 0.056
C -4.63 -2.56 -2.33 -0.004
C -3.62 -1.95 -1.61 0.045
H -0.86 0.02 3.87 0.000
H -2.38 -1.75 4.71 0.001
H -3.32 -3.41 3.14 0.000
H -2.74 -3.33 0.75 0.001
H 0.95 -2.85 0.94 0.001
H 3.20 -3.72 0.44 0.000
H 4.10 -3.62 -1.86 0.002
H 2.75 -2.64 -3.68 -0.001
H 0.49 -1.76 -3.20 0.001
H -1.00 -3.86 -2.68 0.002
H -2.82 -4.91 -3.97 0.000
H -5.13 -4.08 -3.75 0.003
H -5.65 -2.20 -2.24 -0.001
H -3.84 -1.12 -0.96 0.001
Br 1.73 3.03 -2.25 0.033
C 0.59 4.29 -1.38 0.008
C 0.11 5.41 -2.02 0.000
C -0.71 6.24 -1.27 0.005
C -1.00 5.92 0.05 0.000
C -0.46 4.77 0.59 0.007
N 0.33 3.96 -0.12 0.029
H 0.36 5.62 -3.05 0.000
H -1.11 7.14 -1.71 0.000
H -1.63 6.56 0.66 0.000
H -0.65 4.48 1.62 0.000
C 5.12 3.07 2.32 0.002
C 3.72 2.56 2.21 0.014
N 3.13 2.05 3.28 0.006
O 3.13 2.63 1.10 0.065
H 5.46 3.16 3.35 0.000
H 5.20 4.02 1.81 0.000
H 5.78 2.36 1.79 0.000
H 3.61 2.02 4.16 0.000
H 2.19 1.68 3.21 0.001

---

[2]
62
Properties=species:S:1:pos:R:3:lowdin_spin:R:1 method="wB97M-V/def2-TZVPD" gap_ev="5.41 / 6.49" multiplicity=8 de_lowest_kj_mol=34.5 s2=15.759 homo_energy_ev="-3.10 / -4.19" largest_force_ev_per_a=4.46 charge=-1
Eu 11.98 11.59 12.27 7.010
O 10.89 11.20 14.68 -0.002
C 9.48 11.47 14.76 0.001
C 8.97 12.43 13.68 0.003
C 7.72 12.93 13.90 0.000
C 7.12 13.66 12.92 0.004
C 7.94 14.13 11.88 -0.001
C 9.24 13.58 11.76 0.004
N 9.72 12.68 12.58 -0.005
H 11.45 11.99 15.01 0.000
H 9.10 11.88 15.74 0.000
H 8.95 10.54 14.67 0.000
H 7.31 12.71 14.83 0.000
H 6.07 13.91 12.92 0.000
H 7.60 14.81 11.11 0.000
H 9.85 13.90 10.93 0.000
C 13.95 16.11 18.20 0.000
O 13.16 16.84 17.29 0.000
C 13.14 16.27 16.01 0.001
C 12.97 17.25 14.99 0.000
C 12.98 16.80 13.70 0.001
C 12.86 15.43 13.34 0.000
C 12.60 15.05 11.96 0.004
C 12.62 16.15 10.99 0.001
O 12.42 13.84 11.51 -0.008
C 12.79 14.45 14.44 0.001
O 12.36 13.26 14.29 -0.003
C 13.20 14.95 15.72 0.000
H 14.29 16.77 19.04 0.000
H 14.82 15.76 17.69 0.000
H 13.38 15.26 18.67 0.000
H 12.87 18.29 15.29 0.000
H 13.06 17.49 12.90 0.000
H 11.85 16.84 11.30 0.000
H 12.46 15.70 10.06 0.000
H 13.54 16.75 11.13 0.000
H 13.28 14.20 16.45 0.000
Cl 16.82 5.91 12.86 0.000
C 16.02 7.44 12.77 0.001
C 16.74 8.58 12.94 0.000
C 16.24 9.88 12.64 0.001
I 17.56 11.50 12.73 0.000
C 14.78 10.02 12.69 0.001
O 14.22 11.12 12.95 -0.010
C 14.02 8.82 12.46 0.001
N 12.63 8.89 12.21 -0.004
C 12.02 7.81 11.72 0.002
C 12.53 6.45 11.77 0.000
C 13.85 6.37 12.31 0.002
C 14.62 7.50 12.47 0.000
H 17.76 8.50 13.28 0.000
H 11.09 8.02 11.24 0.000
H 11.91 5.65 11.39 0.000
H 14.34 5.38 12.42 0.000
C 12.42 13.11 7.32 0.000
O 11.47 12.33 8.11 0.000
C 11.85 11.57 9.13 0.001
S 13.48 11.26 9.58 -0.002
S 10.50 10.87 9.79 -0.004
H 13.13 13.70 7.98 0.000
H 11.76 13.79 6.75 0.000
H 13.02 12.40 6.75 0.000

---

[3]
59
Properties=species:S:1:pos:R:3:lowdin_spin:R:1 method="wB97M-V/def2-TZVPD" gap_ev="6.10 / 6.01" multiplicity=2 s2=0.809 homo_energy_ev="-11.15 / -11.14" largest_force_ev_per_a=3.18 charge=+1
Fe 0.26 -0.08 0.06 0.837
O 1.98 0.59 1.19 0.013
S 3.01 0.91 2.24 0.007
C 3.06 -0.64 3.28 0.000
C 1.67 -1.20 3.50 0.000
C 1.63 -2.74 3.53 0.000
C 0.21 -3.27 3.45 0.000
S -0.59 -3.22 1.77 0.000
O -0.34 -1.83 1.24 0.003
C 0.63 -4.25 0.92 0.000
C 0.41 -5.62 0.87 0.000
C 1.33 -6.43 0.23 0.000
C 2.47 -5.88 -0.33 0.000
C 2.66 -4.50 -0.31 0.000
C 1.74 -3.68 0.31 0.000
C 2.14 1.94 3.45 0.000
C 0.79 2.20 3.34 0.000
C 0.18 3.04 4.26 0.000
C 0.93 3.62 5.27 0.000
C 2.29 3.35 5.37 0.000
C 2.90 2.52 4.46 0.000
H 3.57 -0.37 4.21 0.000
H 3.69 -1.33 2.72 0.000
H 1.04 -0.87 2.67 0.000
H 1.24 -0.81 4.42 0.000
H 2.09 -3.09 4.45 0.000
H 2.22 -3.14 2.70 0.000
H -0.45 -2.70 4.11 0.000
H 0.16 -4.32 3.73 0.000
H -0.48 -6.03 1.32 0.000
H 1.16 -7.49 0.18 0.000
H 3.21 -6.52 -0.80 0.000
H 3.54 -4.07 -0.78 0.000
H 1.85 -2.60 0.29 -0.001
H 0.22 1.75 2.54 0.000
H -0.87 3.25 4.18 0.000
H 0.46 4.28 5.97 0.000
H 2.87 3.80 6.16 0.000
H 3.96 2.32 4.51 0.000
F -2.68 0.57 -0.62 0.027
C -1.84 0.79 0.41 0.078
F -1.00 1.85 0.01 0.013
H -2.40 1.13 1.29 0.006
F 6.36 -4.22 -5.16 0.000
C 5.12 -4.53 -5.58 0.001
F 5.13 -4.40 -6.91 0.001
F 4.95 -5.84 -5.33 0.000
C 4.09 -3.68 -4.89 0.007
C 2.92 -4.25 -4.40 -0.001
C 2.04 -3.49 -3.66 0.007
C 2.34 -2.14 -3.39 0.004
C 3.48 -1.56 -3.95 0.007
C 4.35 -2.33 -4.70 -0.001
C 1.51 -1.40 -2.52 0.032
C 0.84 -0.80 -1.69 -0.043
H 2.72 -5.30 -4.58 0.000
H 1.12 -3.91 -3.27 0.000
H 3.69 -0.52 -3.77 0.000
H 5.25 -1.89 -5.12 0.000

---

[4]
60
Properties=species:S:1:pos:R:3:lowdin_spin:R:1 method="wB97M-V/def2-TZVPD" gap_ev="6.95 / 7.27" multiplicity=5 s2=6.216 homo_energy_ev="-4.27 / -4.49" largest_force_ev_per_a=0.70 charge=-1
Mn -0.66 -0.20 0.05 4.071
O 0.04 1.05 1.40 0.040
C 1.25 1.48 1.61 0.006
C 1.45 2.82 2.01 0.003
C 2.72 3.31 2.22 0.000
C 3.86 2.51 2.07 0.003
C 3.67 1.19 1.69 0.000
C 2.39 0.66 1.46 0.004
C 2.32 -0.74 1.08 0.007
N 1.25 -1.38 0.84 0.031
C 1.34 -2.77 0.44 0.002
C 0.92 -2.85 -1.02 0.002
N -0.38 -2.22 -1.17 0.032
C -1.19 -2.73 -2.00 0.003
C -2.49 -2.18 -2.36 0.005
C -3.27 -2.92 -3.26 0.000
C -4.50 -2.47 -3.70 0.004
C -4.94 -1.22 -3.25 0.000
C -4.19 -0.47 -2.37 0.003
C -2.94 -0.92 -1.89 0.006
O -2.27 -0.18 -1.07 0.037
H 0.58 3.44 2.10 0.000
H 2.84 4.35 2.51 0.000
H 4.85 2.90 2.23 0.000
H 4.53 0.54 1.56 0.000
H 3.28 -1.27 1.03 0.002
H 0.64 -3.35 1.04 0.000
H 2.35 -3.18 0.58 0.001
H 0.92 -3.90 -1.37 0.001
H 1.63 -2.29 -1.63 0.000
H -0.91 -3.65 -2.52 0.002
H -2.88 -3.87 -3.60 0.000
H -5.09 -3.06 -4.39 0.000
H -5.90 -0.84 -3.58 0.000
H -4.53 0.50 -2.03 0.000
F 5.74 3.73 -0.65 0.000
C 4.61 3.08 -0.97 0.000
C 3.39 3.70 -0.87 0.000
F 3.34 4.98 -0.46 0.000
C 2.23 3.01 -1.16 0.001
F 1.09 3.69 -1.02 0.000
C 2.23 1.69 -1.57 0.004
Se 0.62 0.75 -2.02 0.017
C 3.48 1.09 -1.65 0.001
F 3.61 -0.21 -1.98 0.001
C 4.65 1.76 -1.36 0.000
F 5.84 1.12 -1.43 0.000
C -3.27 0.90 1.69 0.000
C -2.49 -0.18 2.43 -0.019
C -3.42 -0.95 3.37 -0.016
C -1.76 -1.14 1.51 -0.237
H -3.80 1.55 2.41 0.000
H -4.00 0.46 1.01 0.000
H -2.62 1.54 1.10 0.001
H -1.73 0.32 3.04 -0.001
H -4.17 -1.50 2.80 0.000
H -3.94 -0.28 4.06 -0.003
H -2.86 -1.68 3.97 0.000
H -2.44 -1.79 0.96 -0.008
H -1.03 -1.74 2.06 -0.008

---

[5]
60
Properties=species:S:1:pos:R:3:lowdin_spin:R:1 method="wB97M-V/def2-TZVPD" gap_ev="7.04 / 7.32" multiplicity=6 de_lowest_kj_mol=0.0 s2=8.758 homo_energy_ev="-2.75 / -3.04" largest_force_ev_per_a=0.05 charge=-2
Mn -0.92 1.62 -0.12 4.661
O -2.09 -2.46 0.07 0.010
C -1.36 -1.51 0.33 0.009
O -1.69 -0.27 0.24 0.055
C 0.09 -1.80 0.76 0.000
P 0.81 -0.29 1.52 0.020
C 2.51 -0.81 1.97 0.005
C 3.06 -2.06 1.71 0.002
C 4.37 -2.35 2.05 0.000
C 5.16 -1.39 2.66 0.001
C 4.63 -0.13 2.92 0.000
C 3.32 0.16 2.57 0.001
C 0.01 -0.34 3.17 0.001
C -1.11 0.47 3.38 0.003
C -1.79 0.45 4.59 0.000
C -1.35 -0.38 5.61 0.000
C -0.23 -1.18 5.42 0.000
C 0.44 -1.16 4.21 0.001
H 0.65 -2.04 -0.14 0.000
H 0.09 -2.68 1.41 0.000
H 2.45 -2.83 1.24 0.000
H 4.78 -3.33 1.84 0.000
H 6.19 -1.61 2.93 0.000
H 5.23 0.64 3.39 0.000
H 2.92 1.15 2.76 0.000
H -1.47 1.14 2.61 0.003
H -2.66 1.09 4.71 0.000
H -1.88 -0.39 6.56 0.000
H 0.12 -1.82 6.22 0.000
H 1.31 -1.79 4.07 0.000
C -2.43 -0.21 -4.75 0.000
N -2.58 -1.01 -3.55 0.000
C -3.37 -0.44 -2.48 0.001
C -1.91 -2.16 -3.41 0.000
O -1.20 -2.69 -4.26 0.000
H -3.40 -0.08 -5.24 0.000
H -1.74 -0.71 -5.42 0.000
H -2.04 0.78 -4.49 0.000
H -4.41 -0.34 -2.79 0.000
H -2.99 0.54 -2.20 0.001
H -3.31 -1.08 -1.59 0.000
H -2.06 -2.61 -2.41 0.000
S -3.13 2.90 -0.21 0.044
C -3.54 2.69 1.40 0.012
N -3.83 2.56 2.52 0.014
Se 2.11 4.10 3.07 0.017
C 0.88 3.40 1.96 0.024
N 0.10 2.93 1.24 0.031
N 1.84 1.29 -7.19 0.004
C 1.42 1.33 -6.11 0.001
C 0.91 1.40 -4.77 0.007
C 0.82 0.25 -3.99 -0.001
C 0.32 0.34 -2.70 0.016
C -0.12 1.55 -2.13 0.032
C -0.01 2.68 -2.96 0.017
C 0.49 2.62 -4.25 -0.001
H 1.11 -0.71 -4.40 0.000
H 0.25 -0.58 -2.13 0.002
H -0.34 3.65 -2.58 0.003
H 0.56 3.52 -4.86 0.000

---

[6]
57
Properties=species:S:1:pos:R:3:lowdin_spin:R:1 method="wB97M-V/def2-TZVPD" gap_ev="6.46 / 5.58" multiplicity=3 s2=2.086 homo_energy_ev="-16.87 / -17.06" largest_force_ev_per_a=1.36 charge=+3
W -0.78 -1.05 1.20 1.201
C -5.22 -3.13 3.84 0.029
S -3.76 -2.63 4.77 0.258
C -2.61 -2.18 3.60 0.042
S -2.85 -2.09 1.84 -0.031
N -1.44 -1.79 4.07 0.149
N -0.54 -1.60 3.17 0.164
C 0.32 -0.56 3.09 -0.058
C 1.54 -0.92 2.36 0.010
C 2.85 -0.60 2.69 -0.008
C 3.86 -1.26 2.01 0.006
C 3.55 -2.20 1.03 -0.011
C 2.22 -2.40 0.69 0.009
N 1.24 -1.75 1.33 -0.003
H -6.07 -2.62 4.28 0.006
H -5.35 -4.20 3.98 0.009
H -5.13 -2.90 2.78 0.000
H 0.30 0.23 3.83 0.000
H 3.05 0.10 3.49 0.000
H 4.90 -1.08 2.28 0.000
H 4.32 -2.76 0.53 -0.001
H 1.94 -3.10 -0.08 0.001
S -1.00 1.31 1.03 -0.016
Sb -0.10 1.34 -1.21 0.025
C -1.30 2.92 -2.12 0.017
C -0.62 3.99 -2.68 0.003
C -1.40 5.06 -3.11 0.001
C -2.78 5.02 -2.98 0.000
C -3.41 3.92 -2.43 0.000
C -2.67 2.83 -1.98 0.002
C 2.05 1.46 -1.06 0.000
C 2.61 1.94 0.12 0.000
C 3.99 2.07 0.18 0.000
C 4.78 1.74 -0.92 0.000
C 4.20 1.26 -2.09 0.000
C 2.82 1.13 -2.17 0.000
C -0.54 -0.81 -1.19 -0.003
C -1.88 -1.18 -0.91 0.010
C -2.27 -2.51 -1.16 0.046
C -1.37 -3.43 -1.67 0.039
C -0.07 -3.04 -2.00 0.032
C 0.34 -1.74 -1.78 0.059
H 0.46 4.02 -2.78 0.000
H -0.91 5.92 -3.54 0.000
H -3.37 5.86 -3.32 0.000
H -4.49 3.89 -2.33 0.000
H -3.16 1.98 -1.55 0.000
H 2.00 2.24 0.96 0.000
H 4.46 2.46 1.07 0.000
H 5.85 1.86 -0.87 0.000
H 4.81 1.02 -2.94 0.000
H 2.36 0.79 -3.10 0.000
H -2.66 -0.44 -0.79 0.008
H -3.30 -2.79 -1.01 0.002
H -1.69 -4.45 -1.87 0.001
H 0.60 -3.75 -2.47 0.000
H 1.33 -1.43 -2.08 0.002

---

[7]
58
Properties=species:S:1:pos:R:3:lowdin_spin:R:1 method="wB97M-V/def2-TZVPD" gap_ev="5.85 / 5.43" multiplicity=2 de_lowest_kj_mol=158.8 s2=0.825 homo_energy_ev="-10.60 / -10.61" largest_force_ev_per_a=3.31 charge=+1
Ru 0.16 0.36 0.27 -0.153
N 2.89 3.76 0.07 0.007
C 2.39 2.56 0.33 0.012
S 1.35 2.35 1.71 0.115
N 2.81 1.51 -0.34 0.001
N 2.15 0.39 -0.14 0.011
C 2.77 -0.78 -0.16 -0.006
C 4.20 -0.97 -0.39 0.000
C 4.64 -2.04 -1.17 -0.001
C 5.99 -2.27 -1.34 0.000
C 6.93 -1.46 -0.71 -0.001
C 6.50 -0.39 0.06 0.000
C 5.15 -0.15 0.22 -0.001
C 1.90 -1.88 0.21 0.002
C 2.33 -3.13 0.67 0.000
C 1.40 -3.92 1.38 0.005
C 0.08 -3.60 1.40 0.001
C -0.42 -2.48 0.54 0.051
N 0.62 -1.51 0.30 0.006
H 2.65 4.55 0.65 0.001
H 3.53 3.88 -0.70 0.000
H 3.92 -2.67 -1.67 0.000
H 6.33 -3.09 -1.97 0.000
H 7.98 -1.65 -0.83 0.000
H 7.22 0.24 0.55 0.000
H 4.81 0.67 0.85 0.000
H 3.36 -3.41 0.62 0.000
H 1.76 -4.77 1.94 0.000
H -0.64 -4.15 1.98 0.000
H -0.78 -2.88 -0.43 0.000
O -0.58 2.06 -0.93 0.003
C -1.42 2.43 -0.06 0.001
O -1.38 1.95 1.10 0.040
C -2.49 3.39 -0.42 0.001
C -3.43 3.76 0.54 0.000
C -4.50 4.55 0.17 0.000
C -4.64 4.96 -1.14 0.000
C -3.69 4.62 -2.09 0.000
C -2.61 3.84 -1.73 0.000
H -3.31 3.42 1.55 0.000
H -5.22 4.85 0.92 0.000
H -5.50 5.55 -1.43 0.000
H -3.79 4.97 -3.10 0.000
H -1.86 3.56 -2.46 0.000
C -5.11 -3.16 0.41 -0.009
C -3.90 -2.29 0.36 0.026
C -3.82 -1.25 -0.58 0.276
C -2.72 -0.39 -0.56 0.043
N -1.71 -0.52 0.25 0.191
C -1.63 -1.65 1.13 0.058
C -2.87 -2.46 1.24 0.270
H -5.80 -2.91 -0.40 0.000
H -5.63 -3.03 1.36 -0.003
H -4.83 -4.21 0.33 -0.003
H -4.61 -1.09 -1.29 0.015
H -2.69 0.45 -1.25 -0.001
H -1.31 -1.29 2.13 0.024
H -2.93 -3.18 2.04 0.012

---

[8]
61
Properties=species:S:1:pos:R:3:mulliken_charge:R:1 method="wB97M-V/def2-TZVPD" gap_ev=7.69 de_lowest_kj_mol=0.0 homo_energy_ev=-7.61 largest_force_ev_per_a=0.51
Rh 0.10 -0.11 0.22 -0.123
O -1.52 -1.30 0.13 0.126
C -2.47 -1.14 -0.73 0.446
C -3.53 -2.09 -0.70 -1.087
C -4.60 -2.02 -1.55 -0.410
C -4.70 -0.98 -2.50 -0.834
C -3.70 -0.05 -2.55 -0.807
C -2.58 -0.09 -1.70 1.130
C -1.63 0.97 -1.86 -0.443
N -0.52 1.11 -1.24 0.276
C 0.36 2.26 -1.48 -0.810
C 1.23 2.45 -0.23 -0.796
N 1.67 1.12 0.13 0.339
C 2.89 0.74 -0.03 -0.312
C 3.30 -0.62 -0.22 0.716
C 4.67 -0.94 -0.09 -0.576
C 5.14 -2.17 -0.43 -0.782
C 4.25 -3.11 -0.99 -0.444
C 2.93 -2.82 -1.16 -0.536
C 2.39 -1.57 -0.75 0.643
O 1.12 -1.37 -0.95 -0.755
H -3.45 -2.88 0.04 0.375
H -5.38 -2.76 -1.49 0.422
H -5.55 -0.93 -3.17 0.386
H -3.76 0.76 -3.28 0.350
H -1.90 1.74 -2.59 0.258
H 1.02 2.04 -2.33 0.274
H -0.22 3.15 -1.71 0.481
H 2.07 3.12 -0.44 0.512
H 0.63 2.86 0.59 0.166
H 3.66 1.51 -0.11 0.325
H 5.34 -0.19 0.31 0.371
H 6.19 -2.42 -0.30 0.407
H 4.62 -4.09 -1.28 0.376
H 2.24 -3.54 -1.57 0.426
N -3.31 -6.11 3.22 -0.577
C -2.30 -5.17 3.14 1.004
C -1.74 -4.83 1.90 -0.885
C -0.70 -3.93 1.82 -0.301
C -0.20 -3.36 2.99 -0.378
C -0.74 -3.68 4.22 -0.269
C -1.78 -4.58 4.30 -0.734
S 1.12 -2.21 2.86 1.200
O 2.08 -2.71 1.92 -0.644
O 1.54 -1.84 4.18 -0.741
N 0.44 -0.91 2.13 -0.084
C -0.51 -0.16 2.69 0.640
N -0.90 0.80 1.79 0.117
C -1.94 1.57 2.07 -0.014
C -2.56 1.49 3.29 -0.863
C -2.07 0.52 4.17 -0.289
N -1.08 -0.30 3.89 -0.495
H -3.85 -6.25 2.38 0.220
H -3.88 -6.08 4.05 0.215
H -2.14 -5.28 1.00 0.328
H -0.28 -3.65 0.86 0.388
H -0.33 -3.21 5.11 0.495
H -2.20 -4.85 5.26 0.297
H -2.25 2.26 1.29 0.458
H -3.39 2.12 3.55 0.405
H -2.52 0.40 5.15 0.418